The following is a quantum chemistry calculation of C15H12F4N4O4PdS2 as an isolated structure, from OMol25.

LUMO level (alpha / beta) ... 4.18 / 4.19 eV
Highest occupied orbital energy (alpha / beta) ... 1.28 / 1.31 eV
Relative energy (zero: lowest compared OMol25 entry of this formula, charge and spin) ... 47.2 kcal/mol
Kohn-Sham gap (alpha / beta) ... 2.9081 / 2.8745 eV
Calculated total energy ... -65921.0713 eV
Net charge ... -2

```
42
Properties=species:S:1:pos:R:3:lowdin_charge:R:1
Pd -0.4169 0.9308 -0.4146 0.427
C -0.2791 1.6817 -4.0741 -0.085
C -0.4804 2.8369 -3.1559 -0.635
N -0.1995 2.8008 -1.8979 0.015
C -0.5098 3.9793 -1.2512 -0.331
C -1.0363 4.9428 -2.0419 -0.389
S -1.1911 4.3678 -3.6591 0.932
C -0.3021 4.0185 0.2044 -0.338
C -0.6471 5.0053 1.0639 -0.390
S -0.3325 4.5167 2.6856 0.931
C 0.3063 2.9941 2.0750 -0.648
N 0.2404 2.8947 0.7876 0.011
C 0.7445 1.8678 2.9398 -0.091
H -0.1909 0.7853 -3.4538 0.054
H 0.6381 1.7928 -4.6605 0.070
H -1.1186 1.5689 -4.7629 0.065
H -1.3750 5.9302 -1.7693 0.055
H -1.0996 5.9615 0.8501 0.055
H 0.5375 2.0536 3.9945 0.057
H 1.8121 1.6736 2.8081 0.075
H 0.2111 0.9730 2.5987 0.073
F -3.3715 0.4924 -0.6188 -0.108
C -2.2586 0.3798 0.2513 -0.554
F -2.7646 1.0909 1.3795 -0.117
F -2.4426 -0.9502 0.7080 -0.106
F 1.9766 -3.7066 3.6171 0.053
C 1.3796 -4.1233 2.4760 -0.187
C 1.5678 -3.4525 1.3317 0.053
N 1.0173 -3.8495 0.1448 0.029
C 1.2441 -3.0609 -1.0849 -0.031
C 1.0568 -1.5177 -0.9615 -0.717
O 0.7067 -0.9807 -2.0209 -0.066
O 1.3302 -0.9913 0.1392 -0.094
C 0.2292 -4.9780 0.0774 -0.469
O -0.2412 -5.4352 -0.9480 0.055
N 0.0302 -5.6095 1.2940 0.202
C 0.5531 -5.2965 2.5449 -0.424
O 0.3091 -5.9924 3.5165 0.046
H 2.1199 -2.5213 1.2884 0.135
H 0.5618 -3.4325 -1.8368 0.109
H 2.2685 -3.2323 -1.4265 0.122
H -0.5835 -6.4085 1.2621 0.156
```

***

The following is a quantum chemistry calculation of the molecule C5H11NO2 at a distorted geometry, from OMol25.

LUMO level ... 0.87 eV
Structure (SMILES) ... CC(C)COC(N)=O
Highest occupied orbital energy ... -10.33 eV
Relative energy (zero: lowest compared OMol25 entry of this formula, charge and spin) ... 7.4 kcal/mol
Kohn-Sham gap ... 11.1988 eV
Calculated total energy ... -10948.9480 eV
Net charge ... 0

```
19
Properties=species:S:1:pos:R:3:lowdin_charge:R:1
C 1.0834 -1.0987 0.5492 -0.076
C -0.4184 -0.9012 0.7310 -0.375
C -1.2015 -1.3269 -0.4954 -0.081
C -0.7537 0.6214 1.1292 -0.134
O 0.0625 1.6390 0.5639 -0.011
C 0.0886 1.5885 -0.7903 -0.633
N 1.3815 1.7077 -1.2201 0.178
O -0.8475 1.4760 -1.5480 0.084
H 1.3096 -2.1644 0.5330 0.079
H 1.4231 -0.6744 -0.3890 0.063
H 1.6389 -0.6425 1.3669 0.081
H -0.7528 -1.4810 1.5971 0.127
H -1.1405 -0.5498 -1.2695 0.063
H -0.8133 -2.2702 -0.8943 0.081
H -2.2552 -1.4564 -0.2567 0.079
H -1.8150 0.8045 0.9103 0.126
H -0.5905 0.7360 2.2019 0.121
H 1.5282 2.0104 -2.1766 0.118
H 2.0727 1.9819 -0.5426 0.110
```

***

The following is a quantum chemistry calculation of a 2-piece molecular cluster, C6H14O2 overall at a distorted geometry, from OMol25.

LUMO level ... 0.66 eV
Structure (SMILES) ... C=CCCCCO.O
Highest occupied orbital energy ... -9.56 eV
Relative energy (zero: lowest compared OMol25 entry of this formula, charge and spin) ... 90.8 kcal/mol
Kohn-Sham gap ... 10.2249 eV
Calculated total energy ... -10540.6798 eV
Net charge ... 0

```
22
Properties=species:S:1:pos:R:3:lowdin_charge:R:1
C 3.5607 0.1842 0.1411 -0.063
C 2.2381 0.0717 0.1551 -0.221
C 1.6024 -0.5150 1.4263 -0.245
C 0.1912 0.0451 1.7546 -0.201
C -0.9000 -0.3064 0.6697 -0.192
C -1.6274 -1.6224 0.8527 -0.211
O -2.5037 -1.4382 2.0752 -0.112
H 4.4752 -0.2458 0.7392 0.095
H 4.0363 0.6432 -0.8363 0.074
H 1.7155 0.2607 -0.8223 0.115
H 2.2991 -0.3310 2.2428 0.100
H 1.4610 -1.6346 1.1519 0.133
H 0.4556 1.0743 1.4946 0.087
H 0.0606 -0.0975 2.9533 0.161
H -0.2818 -0.6209 -0.1152 0.064
H -1.6602 0.5327 0.5326 0.141
H -1.0512 -2.4671 1.2093 0.101
H -2.2890 -2.0626 -0.0087 0.143
H -3.3483 -1.1699 1.7903 0.032
O -1.6683 3.1371 -5.6419 -0.127
H -1.6906 2.2051 -5.2617 0.061
H -1.1969 3.1794 -6.5342 0.066
```

***

The following is a quantum chemistry calculation of C31H46P2Ti as an isolated structure at a distorted geometry, from OMol25.

LUMO level (alpha / beta) ... -3.46 / -3.20 eV
⟨S²⟩ ... 0.76
Multiplicity ... 2
Highest occupied orbital energy (alpha / beta) ... -7.96 / -7.95 eV
Relative energy (zero: lowest compared OMol25 entry of this formula, charge and spin) ... 94.6 kcal/mol
Kohn-Sham gap (alpha / beta) ... 4.5015 / 4.7501 eV
Calculated total energy ... -74573.1988 eV
Net charge ... +1

```
80
Properties=species:S:1:pos:R:3:mulliken_spin:R:1
Ti -2.3526 0.1466 0.2760 0.957
C -0.1653 1.3673 -0.1184 0.074
C -1.4039 2.0119 -0.4988 -0.081
C -1.4727 1.5081 1.7969 -0.036
C -0.2045 1.0739 1.2670 -0.085
C -2.1596 2.2375 0.7344 0.083
C 1.0472 1.2192 -0.9644 0.015
H 0.7901 1.2329 -2.0292 -0.001
H 1.5937 0.2938 -0.7301 -0.001
H 1.7375 2.0655 -0.7953 -0.002
C 0.9097 0.5017 2.0677 -0.008
H 1.8701 0.6324 1.5549 0.001
H 0.7413 -0.5642 2.2569 0.002
H 0.9798 1.0050 3.0400 0.000
C -1.9402 1.2854 3.1892 -0.010
H -1.1224 1.4639 3.9023 0.000
H -2.2587 0.2474 3.3502 -0.002
H -2.7877 1.9404 3.4163 -0.003
C -3.3673 3.0812 0.8990 0.013
H -3.3718 3.5034 1.9140 0.004
H -4.3047 2.5259 0.7744 -0.003
H -3.3659 3.8850 0.1478 0.002
C -1.7625 2.4035 -1.8955 0.011
H -2.5441 3.1734 -1.9344 -0.002
H -2.1255 1.5376 -2.4758 -0.001
H -0.8765 2.7829 -2.4228 0.000
C 2.5351 -3.6605 -3.5122 0.000
C 2.4273 -3.2075 -4.7767 -0.001
C 1.2017 -2.9148 -5.6212 -0.001
C -0.1825 -3.1866 -4.9498 0.001
C -0.5848 -2.0479 -3.9743 -0.009
C 0.5109 -1.6913 -3.1413 0.013
C 0.8567 -2.4668 -1.9407 -0.003
C 1.4539 -3.8167 -2.4468 0.001
H 1.2483 -3.5023 -6.5702 0.000
H -0.1505 -4.1430 -4.4070 0.000
H 1.2560 -1.8596 -5.9401 0.000
H 0.6144 -4.4345 -2.7869 0.000
H 3.5370 -3.8880 -3.1027 0.000
H 3.3635 -3.0443 -5.3204 0.000
H 1.9206 -4.3372 -1.6030 0.000
H 1.6384 -1.9432 -1.3680 0.001
H 1.1730 -0.8489 -3.3405 -0.001
H -0.0302 -2.6031 -1.2668 0.011
H -0.9448 -3.3392 -5.7326 0.000
H -1.0251 -1.1858 -4.5025 0.000
P -2.3808 -2.4818 -2.9288 -0.006
C -2.3971 -4.3449 -2.7624 0.001
C -3.4529 -2.3110 -4.4291 0.000
P -4.0006 -0.3213 -1.1620 0.001
C -3.4746 -2.0724 -1.4905 0.002
C -5.2238 0.0925 -2.4159 0.007
C -5.0270 -0.5377 0.3583 0.012
H -1.8454 -4.6219 -1.8517 0.000
H -1.9805 -4.8764 -3.6243 0.000
H -3.4338 -4.7142 -2.6415 0.000
H -4.1450 -3.1621 -4.5068 0.000
H -2.8584 -2.2553 -5.3574 0.000
H -4.0626 -1.4016 -4.3781 0.000
H -5.8414 -1.1791 -0.0099 0.004
H -5.4151 0.4234 0.7703 0.002
H -4.4374 -1.0608 1.1622 -0.004
H -2.9519 -2.4699 -0.5953 -0.005
H -4.4148 -2.6293 -1.6357 0.001
H -5.3259 1.1890 -2.3901 0.000
H -6.1846 -0.3832 -2.1647 -0.002
H -4.9503 -0.1621 -3.4533 0.001
C -1.8741 -1.5259 1.3156 -0.014
C -1.2454 -2.0154 2.2811 0.062
C -0.5909 -2.5534 3.3876 -0.009
C 0.7249 -3.0942 3.3558 0.006
C 1.3986 -3.3390 4.5528 0.001
C 0.7949 -3.0394 5.7858 -0.001
C -0.5243 -2.5673 5.8217 0.001
C -1.2266 -2.3683 4.6442 0.001
H 1.2028 -3.2986 2.3936 0.000
H 2.4064 -3.7643 4.5308 0.000
H 1.3382 -3.1739 6.7186 0.000
H -1.0025 -2.3583 6.7797 0.000
H -2.2612 -2.0154 4.6533 -0.001
```

***

The following is a quantum chemistry calculation of a 2-piece molecular cluster, C5H14 overall at a distorted geometry, from OMol25.

LUMO level ... 1.13 eV
Structure (SMILES) ... CCC.CC
Highest occupied orbital energy ... -11.08 eV
Relative energy (zero: lowest compared OMol25 entry of this formula, charge and spin) ... 22.0 kcal/mol
Kohn-Sham gap ... 12.2120 eV
Calculated total energy ... -5411.0939 eV
Net charge ... 0

```
19
Properties=species:S:1:pos:R:3:lowdin_charge:R:1
C 0.0372 0.1393 -1.6870 -0.116
C -1.1236 0.7373 -0.8792 -0.321
C -2.4659 0.1388 -1.1923 -0.145
H -0.1247 -0.9102 -1.9343 0.068
H 0.9654 0.2158 -1.1224 0.040
H 0.1624 0.6549 -2.6730 0.083
H -0.9939 0.4908 0.1890 0.091
H -1.0856 1.8090 -0.9186 0.091
H -2.5531 -0.8730 -0.8558 0.056
H -3.3879 0.6361 -0.7784 0.088
H -2.6296 -0.0522 -2.2474 0.063
C 1.7364 -1.1387 1.5561 -0.175
C 1.5416 0.2837 1.9971 -0.204
H 0.8681 -1.8028 1.7185 0.070
H 1.8990 -1.2851 0.4770 0.054
H 2.6048 -1.6214 2.0194 0.065
H 2.2722 0.6897 2.6993 0.050
H 0.7014 0.8224 2.4848 0.065
H 1.5760 1.0656 1.1473 0.077
```

***

The following is a quantum chemistry calculation of C32H20N10PbS5 as an isolated structure, from OMol25.

LUMO level ... -0.73 eV
Highest occupied orbital energy ... -7.63 eV
Kohn-Sham gap ... 6.9025 eV
Calculated total energy ... -107833.5051 eV
Net charge ... 0

```
68
Properties=species:S:1:pos:R:3:lowdin_charge:R:1
Pb 0.5317 0.1668 1.0720 0.923
S 2.2568 -0.7982 2.8831 0.452
C 0.9059 -1.7264 3.4622 -1.148
S -0.6541 -1.5364 2.6873 0.461
C 1.0512 -2.6428 4.4727 -0.409
C -0.0531 -3.4236 4.9304 -0.265
N -0.9422 -4.0531 5.3026 0.151
C 2.3171 -2.8803 5.0866 -0.283
N 3.3411 -3.0930 5.5680 0.156
S 3.0721 -4.9609 2.2447 1.090
C 3.8216 -6.4737 2.4620 -0.392
C 3.8524 -7.1992 1.3083 -0.180
C 3.2470 -6.5138 0.2272 -0.122
C 2.7663 -5.2814 0.5808 -0.473
C 2.0884 -4.2972 -0.2669 -0.174
C 1.7271 -3.0439 0.2674 -0.108
N 1.1328 -2.0940 -0.4112 0.049
C 0.8173 -2.3164 -1.7024 -0.150
C 1.1256 -3.5234 -2.3394 -0.129
C 0.7547 -3.7148 -3.7161 -0.016
C 0.0945 -2.7570 -4.4000 -0.019
C -0.2559 -1.5147 -3.7663 -0.132
C -0.9844 -0.5075 -4.4190 0.053
C -1.3075 0.6565 -3.7558 -0.195
C -0.8693 0.7746 -2.4215 -0.109
N -0.2022 -0.1533 -1.7857 0.058
C 0.1084 -1.2907 -2.4317 -0.153
C -2.0858 1.7314 -4.3791 -0.482
C -2.2546 1.9960 -5.7083 -0.120
C -3.0909 3.1164 -5.9519 -0.180
C -3.5447 3.6845 -4.8024 -0.414
S -2.9758 2.8558 -3.4209 1.036
C 1.7763 -4.5197 -1.5907 0.059
H 4.2038 -6.7456 3.4317 0.072
H 4.2884 -8.1837 1.2330 0.102
H 3.1762 -6.9219 -0.7703 0.105
H 1.9561 -2.8105 1.3015 0.022
H 1.0109 -4.6548 -4.1883 0.116
H -0.1930 -2.9106 -5.4322 0.115
H -1.3113 -0.6717 -5.4390 0.126
H -1.0848 1.6762 -1.8569 0.063
H -1.7788 1.4241 -6.4915 0.112
H -3.3352 3.4849 -6.9366 0.104
H -4.1895 4.5406 -4.6935 0.065
H 2.0158 -5.4608 -2.0693 0.122
S -1.8618 3.2356 4.4742 1.069
C -1.1690 1.8283 3.7508 -0.466
N -0.1422 2.0181 2.9960 -0.062
C 0.1904 3.3643 2.9499 -0.348
C 1.2503 3.9084 2.2235 -0.027
C 1.4382 5.2725 2.2533 -0.084
C 0.5862 6.1022 2.9975 -0.094
C -0.4622 5.5779 3.7236 -0.092
C -0.6518 4.1970 3.6929 -0.483
H -1.5894 0.8459 3.9227 0.048
H 1.9069 3.2604 1.6585 0.104
H 2.2592 5.7119 1.7026 0.103
H 0.7598 7.1700 3.0094 0.103
H -1.1171 6.2188 4.2978 0.110
N -2.2821 5.4739 0.5259 0.148
N -2.4825 4.1086 0.3916 -0.286
N -3.6709 3.5659 0.4578 0.131
C -3.3565 2.2732 0.4031 -0.205
N -2.0384 2.0760 0.3214 -0.012
N -1.4909 3.2740 0.3096 0.076
H -2.9719 5.9357 -0.0571 0.099
H -1.3427 5.6627 0.1904 0.100
H -4.0881 1.4860 0.4302 0.111
```

***

The following is a quantum chemistry calculation of a 2-piece molecular cluster, H4O2 overall at a distorted geometry, from OMol25.

LUMO level ... 0.78 eV
Structure (SMILES) ... O.O
Highest occupied orbital energy ... -10.79 eV
Relative energy (zero: lowest compared OMol25 entry of this formula, charge and spin) ... 5.8 kcal/mol
Kohn-Sham gap ... 11.5729 eV
Calculated total energy ... -4159.6888 eV
Net charge ... 0

```
6
Properties=species:S:1:pos:R:3:lowdin_charge:R:1
O 1.2844 -0.3812 -0.4956 -0.103
H 0.6935 0.3398 -0.1442 0.010
H 1.8776 -0.5677 0.2379 0.027
O -0.9292 0.3534 0.2313 -0.046
H -1.8033 0.7769 0.2049 0.076
H -1.1229 -0.5212 -0.0344 0.036
```

***

The following is a quantum chemistry calculation of CH2NO2S2 as an isolated structure at a distorted geometry, from OMol25.

LUMO level (alpha / beta) ... 3.70 / 3.70 eV
Highest occupied orbital energy (alpha / beta) ... -2.81 / -2.81 eV
Relative energy (zero: lowest compared OMol25 entry of this formula, charge and spin) ... 13.0 kcal/mol
Kohn-Sham gap (alpha / beta) ... 6.5092 / 6.5084 eV
Calculated total energy ... -28325.4338 eV
Net charge ... -1

```
8
Properties=species:S:1:pos:R:3:lowdin_charge:R:1
C 0.1852 0.9621 0.2163 -1.012
N -1.0070 0.5462 -0.0316 -0.028
O -0.1653 -1.8024 0.5880 -0.603
O 1.6142 -1.4251 -0.8970 -0.578
S 0.8733 2.3946 0.0574 0.415
S 1.1884 -1.2265 0.5038 0.695
H -1.6152 1.0794 -0.5660 0.054
H -1.0735 -0.5282 0.1291 0.058
```